{"formula": "C4H10FN3", "method": "wB97M-V/def2-TZVPD", "homo_lumo_gap_ev": 10.207, "lumo_energy_ev": 0.946, "relative_energy_kj_mol": 205.2, "smiles": "[H]/N=C(\\N)[C@](C)(N)CF", "e_tot_ev": -11495.850, "mol_weight_g_mol": 119.14, "elements": ["C", "C", "C", "C", "H", "H", "H", "H", "H", "H", "H", "H", "H", "H", "N", "N", "N", "F"], "positions_angstrom": [[-0.979917, 1.112899, -0.685017], [-0.118760, -0.090858, -0.140131], [0.925128, -0.383815, -1.200561], [0.370675, 0.549611, 1.142551], [-1.274742, 0.833645, -1.790091], [-1.882999, 0.829498, 0.146373], [-0.571452, 2.164775, -0.489055], [-1.597284, -1.372546, -0.925764], [-0.517401, -2.002957, -0.034513], [1.983345, -0.932638, -0.881284], [1.349197, 0.519259, -1.760607], [0.135983, 0.156453, 3.093210], [-1.063624, -0.741150, 2.102241], [1.707695, 1.692830, 1.959723], [-1.169124, -1.200325, 0.048675], [-0.310205, -0.013327, 2.196765], [1.356962, 1.377174, 1.017506], [0.156122, -1.046538, -2.106878]], "forces_ev_per_angstrom": [[-2.5939, -1.3980, 1.0820], [-1.5723, 2.7504, -0.6741], [3.3886, 0.6075, 0.3698], [0.4395, -2.4046, -0.6820], [0.2242, 1.0602, 2.2139], [1.5418, 1.8265, -2.8343], [-0.4842, -1.8083, -0.6166], [0.4061, 1.0358, 1.9047], [-0.6358, -0.2308, 0.8846], [-3.0467, 0.5913, -0.5825], [-0.8772, -0.8094, 1.1975], [-0.6704, -0.1784, -0.0436], [1.5030, 1.2984, -0.2912], [-0.5313, -0.2265, -1.1210], [2.3046, -0.7783, -2.3624], [0.5923, 0.4990, 1.2156], [-0.4856, -0.4530, 2.0967], [0.4973, -1.3816, -1.7570]], "nbo_charge": [-0.622, -0.031, 0.040, 0.464, 0.219, 0.222, 0.249, 0.383, 0.355, 0.176, 0.196, 0.386, 0.447, 0.334, -0.842, -0.845, -0.751, -0.380]}